The following is a quantum chemistry calculation of a structure of composition C39H43As2ClSi2Tl, from the Open Molecules 2025 dataset.

Structure (XYZ):
```
88
Properties=species:S:1:pos:R:3:forces:R:3:mulliken_charge:R:1
C -1.6494 -0.7661 1.8204 -0.1 -0.6 -0.6 -0.44
C -2.5369 -0.1820 0.8696 0.3 -0.8 -0.2 -0.70
C -2.5640 -1.0219 -0.2791 0.3 0.6 0.3 -0.70
H -3.0955 0.7425 1.0115 0.1 -0.3 -0.1 0.48
C -1.6800 -2.1156 -0.0477 0.5 0.6 -0.9 -0.39
C -1.1256 -1.9637 1.2555 0.4 1.2 0.7 -0.80
H -0.4335 -2.6469 1.7475 -0.3 0.1 -0.1 0.48
H -1.4282 -0.3766 2.8139 -0.1 -0.2 -0.2 0.59
H -3.1787 -0.8834 -1.1694 0.1 -0.1 0.3 0.53
H -1.4850 -2.9348 -0.7409 -0.2 0.1 0.3 0.50
Tl 0.9224 -0.0599 -1.0088 -1.5 -0.6 1.3 1.25
Si 2.7915 0.3568 -7.8720 -0.1 0.2 0.2 0.11
C 1.9938 1.8557 -8.6541 0.1 0.4 -0.2 0.12
C 2.6277 2.5386 -9.7110 -0.5 0.2 0.1 -0.57
H 3.6024 2.1925 -10.0761 -0.4 0.2 0.1 0.35
C 2.0105 3.6504 -10.3027 -0.1 -0.1 0.1 -0.56
H 2.4989 4.1544 -11.1405 -0.2 -0.1 0.3 0.38
C 0.7744 4.1130 -9.8262 0.2 -0.4 0.2 -0.60
H 0.2946 4.9794 -10.2875 0.2 -0.3 0.2 0.37
C 0.1443 3.4484 -8.7629 0.2 -0.2 -0.2 -0.68
H -0.8166 3.8075 -8.3832 0.3 -0.2 -0.2 0.45
C 0.7391 2.3117 -8.1972 0.2 0.2 -0.3 0.08
H 0.2204 1.7688 -7.3960 0.3 0.2 -0.5 0.74
C 2.2461 -1.1783 -8.7604 0.1 -0.7 -0.5 0.53
C 1.1224 -1.1068 -9.6093 0.1 -0.4 0.1 -0.18
H 0.6915 -0.1318 -9.8595 0.1 -0.4 0.1 0.33
C 0.5442 -2.2739 -10.1269 0.2 -0.1 0.1 -0.68
H -0.3185 -2.2017 -10.7950 0.3 0.0 0.3 0.38
C 1.0770 -3.5299 -9.8019 0.2 0.4 0.1 -0.46
H 0.6071 -4.4416 -10.1841 0.2 0.4 0.1 0.39
C 2.2255 -3.6073 -8.9999 0.0 0.2 0.0 -0.52
H 2.6710 -4.5853 -8.7824 -0.2 0.4 -0.1 0.37
C 2.8141 -2.4399 -8.4841 -0.5 -0.1 -0.3 -0.51
H 3.7111 -2.5142 -7.8585 -0.3 0.0 -0.2 0.33
H 2.0668 0.2037 -6.5922 0.2 0.1 0.0 -0.11
Si 0.4098 0.3077 -3.6662 -0.1 -0.2 -0.7 -0.09
C -0.2955 -1.3518 -4.0562 0.2 -0.7 0.2 1.05
C -1.4979 -1.4465 -4.7980 0.2 -0.3 0.4 -0.42
H -1.9312 -0.5478 -5.2290 0.0 -0.2 0.1 0.47
C -2.1353 -2.6850 -4.9512 0.3 0.1 0.0 -0.77
H -3.0726 -2.7570 -5.5099 0.4 0.1 0.2 0.42
C -1.5686 -3.8354 -4.3913 0.2 0.4 0.0 -0.43
H -2.0490 -4.7992 -4.5318 0.0 0.2 0.1 0.43
C -0.3781 -3.7597 -3.6604 0.3 0.2 0.0 -0.85
H 0.0605 -4.6609 -3.2118 -0.3 0.4 -0.3 0.42
C 0.2660 -2.5284 -3.5038 -0.6 0.0 -0.2 -0.50
H 1.1973 -2.4732 -2.9378 -0.2 -0.1 -0.1 0.47
C -0.7733 1.6578 -4.0232 0.0 0.9 0.2 0.48
C -1.9598 1.7953 -3.2815 -0.1 0.3 -0.2 -0.14
H -2.1801 1.0982 -2.4793 -0.1 0.0 0.0 0.52
C -2.8470 2.8425 -3.5563 0.2 -0.2 0.0 -0.84
H -3.7530 2.9688 -2.9537 0.4 -0.1 -0.3 0.45
C -2.5656 3.7293 -4.5991 0.2 0.0 -0.1 -0.49
H -3.2558 4.5394 -4.8313 0.1 -0.2 0.1 0.39
C -1.3849 3.6150 -5.3472 -0.1 -0.2 0.3 -0.63
H -1.1712 4.3253 -6.1551 0.0 -0.3 0.4 0.48
C -0.4777 2.6042 -5.0277 0.0 0.0 0.2 -0.71
H 0.4790 2.5492 -5.5451 -0.2 0.1 0.1 0.80
H 4.2815 0.5333 -7.5987 -0.7 -0.2 -0.3 -0.17
Cl 2.3575 0.7523 -4.1611 -0.4 -0.1 0.5 -0.32
C -1.2885 3.2325 2.9098 -0.4 -0.3 -0.2 -1.38
As -0.1260 2.3011 1.6624 1.0 0.4 0.2 0.39
C 0.2241 3.9082 0.5811 -0.2 -0.3 0.0 -1.16
C 1.4995 2.4702 2.8163 0.3 -0.4 -0.8 0.52
C 1.6640 3.5925 3.6210 0.7 -0.2 0.4 -0.50
C 2.8117 3.7097 4.4140 -0.3 0.1 0.0 -0.77
C 3.7835 2.7128 4.4252 -0.2 -0.3 -0.3 -0.80
C 3.6645 1.6102 3.5639 -0.1 0.1 0.1 -0.44
C 2.5352 1.5026 2.7442 -0.9 0.5 -0.1 0.12
As 2.3816 0.0105 1.4446 0.8 0.7 0.6 0.49
C 4.1422 0.2263 0.6213 -0.1 -0.2 0.1 -1.23
C 2.6268 -1.5108 2.6319 -0.3 -0.3 -0.4 -1.12
H -2.2846 3.1843 2.4517 0.1 0.2 0.5 0.39
H -0.9509 4.2724 3.0066 -0.3 -0.4 0.0 0.50
H -1.2461 2.6976 3.8669 -0.3 0.3 -0.2 0.38
H 0.3156 4.7560 1.2728 0.1 -0.1 -0.5 0.44
H 1.1392 3.7588 -0.0072 -0.3 0.3 0.0 0.32
H -0.6648 4.0096 -0.0646 0.5 0.2 0.1 0.40
H 0.9204 4.3868 3.6608 0.2 -0.2 0.0 0.16
H 2.9170 4.5972 5.0380 0.1 -0.3 -0.1 0.39
H 4.6316 2.7851 5.1031 -0.1 0.0 -0.2 0.39
H 4.4552 0.8485 3.5538 -0.4 0.3 0.0 0.21
H 4.9132 0.1768 1.4009 -0.1 0.0 -0.4 0.41
H 4.2665 -0.5775 -0.1119 0.2 0.2 0.1 0.46
H 4.1630 1.2030 0.1222 0.1 -0.3 0.1 0.36
H 3.5687 -1.3823 3.1784 -0.3 0.0 -0.2 0.45
H 1.7718 -1.5425 3.3186 0.3 -0.1 -0.2 0.33
H 2.6480 -2.4165 2.0117 0.0 0.1 0.4 0.40
```
Forces are in eV/Å.

Output
E_LUMO (alpha / beta) in eV: -4.77 / -4.77
Net charge: +1
Orbital gap (alpha / beta) in eV: 4.1 / 4.1

The following is a quantum chemistry calculation of a structure of composition C39H43AsCrN6, from the Open Molecules 2025 dataset.

Structure (XYZ):
```
90
Properties=species:S:1:pos:R:3:forces:R:3:mulliken_charge:R:1
Cr -0.2067 -0.4466 -0.1259 1.1 0.3 0.3 -0.80
C -1.7740 -4.3294 -1.0450 0.0 0.0 0.0 -1.79
C -1.5171 -2.9107 -0.6878 -0.3 0.2 0.1 0.60
N -0.3505 -2.3687 -0.6933 0.1 -0.3 -0.1 1.24
C 0.8758 -3.0895 -1.0749 -0.2 0.1 0.0 -1.14
C 1.9274 -2.0454 -1.4178 0.0 0.1 0.1 -0.88
N 1.8905 -0.8905 -0.4611 -0.1 -0.3 -0.1 0.11
C 2.5769 -1.1541 0.8409 0.0 0.0 -0.1 -0.68
C 1.6075 -1.7006 1.8689 -0.1 0.0 0.1 -0.60
N 0.3422 -0.9073 1.8766 -0.1 -0.1 -0.1 0.33
C 0.4002 0.2501 2.8594 0.1 -0.1 -0.1 -1.68
C -0.0551 2.5128 1.0524 -0.1 -0.1 -0.1 -1.80
N -0.9163 1.4092 0.5923 0.0 0.1 -0.1 1.02
C -2.1920 1.5533 0.5794 -0.3 -0.3 -0.1 0.63
C -2.8974 2.8218 0.9041 0.0 0.0 0.0 -1.89
C -2.9503 0.2942 0.2615 0.2 0.3 0.1 0.10
C -4.3227 0.1154 0.2839 -0.1 0.0 0.0 -0.76
C -4.8290 -1.1485 0.0110 0.0 0.0 0.0 -1.21
C -3.9696 -2.2028 -0.3002 -0.2 0.0 0.0 -1.03
C -2.6145 -1.9530 -0.3163 0.4 -0.2 -0.1 0.51
N -2.1453 -0.7309 -0.0161 -0.3 -0.1 0.0 0.91
H -1.0609 -4.9847 -0.5431 0.0 0.0 0.0 0.39
H -1.6384 -4.4676 -2.1225 0.0 0.0 0.0 0.36
H -2.7791 -4.6503 -0.7878 0.0 0.0 0.0 0.52
H 0.7012 -3.7309 -1.9392 0.0 0.0 0.0 0.77
H 1.1838 -3.7373 -0.2524 0.0 0.0 0.0 0.40
H 1.7238 -1.6435 -2.4094 0.0 0.0 0.0 0.26
H 2.9209 -2.4948 -1.4370 0.0 0.0 0.0 0.51
H 2.4075 -0.1417 -0.9140 0.0 0.0 0.0 0.20
H 2.9958 -0.2125 1.1883 0.0 0.0 0.0 0.44
H 3.4062 -1.8489 0.6976 0.0 0.0 0.0 0.53
H 2.0758 -1.6753 2.8544 0.0 0.0 0.0 0.59
H 1.3462 -2.7379 1.6676 0.0 0.0 0.0 0.34
H -0.3974 -1.5188 2.2208 0.0 0.0 0.1 0.33
H 0.5910 -0.1656 3.8478 0.0 0.0 0.0 0.45
H -0.5988 0.6892 2.8718 0.0 0.0 0.0 0.27
H 1.5621 1.3490 0.4483 0.1 0.0 0.0 -1.29
H -0.4786 3.0008 1.9321 0.0 0.0 0.0 0.80
H -2.3716 3.6643 0.4537 0.0 0.0 0.0 0.36
H -2.9156 2.9832 1.9867 0.0 0.0 0.0 0.30
H -3.9234 2.8197 0.5452 0.0 0.0 0.0 0.63
H -4.9875 0.9374 0.5106 0.0 0.0 0.0 0.55
H -5.8984 -1.3164 0.0328 0.0 0.0 0.0 0.54
H -4.3628 -3.1847 -0.5239 0.0 0.0 0.0 0.47
C 4.2607 4.4161 2.2481 -0.1 -0.1 0.0 -1.79
C 3.2803 3.2794 2.2809 0.4 0.0 0.3 1.23
C 2.3339 3.1247 1.3581 -0.2 0.0 -0.2 -1.59
C 1.3496 1.9881 1.3371 0.0 0.0 0.1 2.64
N 1.4259 1.1767 2.5535 0.1 0.2 0.3 0.44
C 2.4725 1.3516 3.4853 -0.4 -0.3 -0.2 -0.24
C 3.3807 2.3094 3.3782 0.2 0.3 -0.2 -0.88
H 3.9797 5.1740 1.5196 0.0 0.0 0.0 0.36
H 5.2575 4.0473 1.9966 0.0 0.0 0.0 0.36
H 4.3359 4.8856 3.2296 0.0 0.0 0.0 0.40
H 2.2377 3.8364 0.5444 0.0 0.0 0.1 0.12
H 0.0182 3.2560 0.2541 0.0 0.0 0.0 0.21
H 2.4736 0.6465 4.3071 -0.1 0.0 0.0 0.40
H 4.1622 2.3905 4.1194 0.0 0.0 0.0 0.50
C 1.0925 -1.1749 -6.4936 0.0 0.0 0.0 -0.71
C 0.3959 -1.9770 -5.5960 0.0 0.0 0.0 -0.89
C -0.0100 -1.4516 -4.3789 0.1 0.0 -0.1 -0.13
C 0.2777 -0.1222 -4.0738 0.0 -0.1 0.2 0.73
C 0.9736 0.6852 -4.9632 0.1 -0.1 -0.1 -0.60
C 1.3819 0.1450 -6.1781 0.0 0.0 0.0 -0.80
As -0.4267 0.5960 -2.4419 -0.2 0.2 -0.3 2.53
C 0.0373 2.4509 -2.3507 0.2 -0.2 0.1 -0.64
C 1.2935 3.0060 -2.1568 -0.1 0.0 0.0 -0.17
C 1.4096 4.3881 -2.0827 0.0 0.0 0.0 -0.77
C 0.2734 5.1847 -2.1888 0.0 0.0 0.0 -1.09
C -0.9807 4.6177 -2.3820 0.0 0.0 0.0 -0.34
C -1.1119 3.2360 -2.4689 -0.2 0.0 0.0 0.26
C -2.3737 2.4923 -2.7290 0.1 0.2 0.1 0.38
C -3.6258 3.0579 -2.9463 0.0 0.0 0.0 -0.43
C -4.7064 2.2434 -3.2604 0.0 0.0 0.0 -1.13
C -4.5531 0.8636 -3.3701 0.0 0.0 0.0 -0.80
C -3.3123 0.2838 -3.1385 0.0 0.0 0.0 -0.70
C -2.2437 1.1041 -2.8137 0.1 -0.1 0.1 0.02
H 1.4083 -1.5827 -7.4447 0.0 0.0 0.0 0.44
H 0.1686 -3.0043 -5.8490 0.0 0.0 0.0 0.47
H -0.5621 -2.0770 -3.6818 0.0 0.0 0.0 0.40
H 1.1936 1.7187 -4.7311 0.0 0.0 0.0 0.41
H 1.9239 0.7634 -6.8815 0.0 0.0 0.0 0.46
H 2.1804 2.3865 -2.0783 0.0 0.0 0.0 0.44
H 2.3823 4.8447 -1.9538 0.0 0.0 0.0 0.55
H 0.3684 6.2614 -2.1369 0.0 0.0 0.0 0.47
H -1.8459 5.2606 -2.4851 0.0 0.0 0.0 0.50
H -3.7616 4.1314 -2.9029 0.0 0.0 0.0 0.50
H -5.6729 2.6915 -3.4507 0.0 0.0 0.0 0.47
H -5.3957 0.2485 -3.6583 0.0 0.0 0.0 0.51
H -3.1861 -0.7876 -3.2516 0.0 0.0 0.0 0.56
```
Forces are in eV/Å.

Output
E_LUMO (alpha / beta) in eV: -9.41 / -9.84
Spin multiplicity: 4
Net charge: +3
Orbital gap (alpha / beta) in eV: 5.5 / 5.1
Energy relative to the best compared isomer or geometry (same formula, charge and spin) in eV: 1.530

The following is a quantum chemistry calculation of a structure of composition C39H43BBr4F12NbO4S, from the Open Molecules 2025 dataset.

Structure (XYZ):
```
105
Properties=species:S:1:pos:R:3:forces:R:3:mulliken_charge:R:1
C 4.4061 -3.5824 -0.5492 0.3 0.1 0.3 -0.88
C 4.5905 -2.1209 -0.9946 0.0 -0.4 -0.2 -0.44
B 3.3671 -1.4802 -1.7854 0.3 0.8 0.1 0.44
O 3.6996 -0.8633 -3.0062 -0.4 -0.4 0.0 -0.62
Nb 1.1377 -1.5560 -1.0144 -1.5 -0.1 0.1 -1.42
C 0.9179 -3.6187 -1.9184 0.9 0.1 0.8 0.67
C 0.9306 -4.8502 -0.9889 -0.2 -0.2 -0.3 -0.51
C -0.4607 -5.2762 -0.5039 0.1 -0.2 0.0 -0.96
C -1.5841 -5.3423 -1.5392 -0.2 0.2 0.2 -0.16
S -1.3409 -6.5079 -2.8634 0.0 -0.2 -0.1 1.36
O -1.8243 -7.7866 -2.4345 0.0 0.0 0.0 -0.67
O -0.0369 -6.4332 -3.4385 0.0 0.1 0.0 -0.59
O -2.3737 -5.9653 -3.9700 -0.1 -0.1 0.2 -0.46
C 0.6272 -0.8270 -3.1031 0.2 -1.1 -0.4 0.10
C -0.8489 -0.7708 -3.5700 0.1 0.2 0.0 -1.07
C -1.4202 -1.8402 -4.5000 -0.5 0.4 -0.2 0.01
F -1.9008 -2.9197 -3.8175 0.2 -0.2 0.1 -0.15
Br -3.0101 -1.0386 -5.3887 0.2 -0.1 0.2 -0.09
C -0.4801 -2.3679 -5.6071 -0.2 -0.1 -0.2 0.50
F 0.0671 -1.3191 -6.2356 0.1 0.1 -0.1 -0.21
F 0.4944 -3.0953 -5.0660 0.2 -0.1 0.2 -0.10
Br -1.3237 -3.5103 -6.9458 0.0 0.0 0.2 -0.13
C 1.9064 0.4552 -0.1898 0.2 -0.5 0.4 -0.04
Br 2.2611 1.9114 -1.4104 0.0 0.0 0.0 -0.26
C 2.1072 0.7856 1.0875 0.1 0.5 -0.3 0.81
C 2.5428 2.1021 1.6743 0.0 -0.3 0.2 -1.63
Br 1.7495 -0.5208 2.4349 0.0 -0.1 0.1 -0.10
C -1.0071 -1.2236 -0.0421 0.0 1.0 0.7 -0.02
F -0.9663 -1.8191 1.2180 -0.1 -0.1 -0.2 -0.25
F -1.9387 -1.9846 -0.7356 0.1 0.0 -0.3 -0.33
C -1.6528 0.1638 0.1717 -0.2 -0.2 0.0 0.89
F -3.0040 0.1400 0.1014 0.0 0.0 0.1 -0.28
F -1.2427 1.0292 -0.7719 0.0 0.0 -0.1 -0.24
F -1.3317 0.6839 1.3610 0.1 0.0 0.0 -0.22
H 5.3692 -4.0191 -0.2677 0.0 0.0 0.0 0.42
H 3.9866 -4.2065 -1.3397 -0.1 0.0 0.0 0.20
H 3.7650 -3.6415 0.3287 -0.2 -0.1 -0.1 0.12
H 4.8111 -1.5025 -0.1173 -0.1 0.0 0.0 0.29
H 5.4720 -2.0583 -1.6461 0.0 0.1 0.0 0.26
H 3.7203 -1.5098 -3.7237 0.2 0.2 0.0 0.29
H 1.8291 -2.5696 0.3208 0.3 -0.3 -0.7 -0.01
H 0.0147 -3.6033 -2.5279 0.0 0.1 -0.1 -0.25
H 1.7323 -3.7419 -2.6432 -0.1 0.0 -0.1 0.54
H 1.4049 -5.6976 -1.4917 -0.1 0.0 -0.1 0.43
H 1.5198 -4.6663 -0.0919 0.0 0.1 0.0 0.30
H -0.8092 -4.5821 0.2664 0.0 0.1 0.0 0.00
H -0.3911 -6.2561 -0.0215 0.0 0.0 0.0 0.51
H -1.7985 -4.3574 -1.9522 0.2 0.0 -0.1 -0.31
H -2.4971 -5.6948 -1.0554 0.0 0.0 -0.1 0.56
H -2.7219 -5.0996 -3.7141 0.1 0.0 -0.2 0.38
H 1.0146 0.1932 -3.1534 0.0 0.0 0.3 0.04
H 1.2364 -1.3620 -3.8299 -0.1 0.1 -0.1 0.37
H -1.0063 0.1651 -4.1062 0.1 0.0 0.0 0.67
H -1.5624 -0.7312 -2.7437 0.0 -0.1 0.0 0.14
H 3.3595 2.5378 1.1008 -0.1 0.1 -0.1 0.41
H 1.6919 2.7868 1.7081 0.1 0.1 -0.1 0.31
H 2.8851 1.9623 2.6951 0.0 0.0 0.0 0.47
F 2.1046 4.4210 -3.1361 0.0 0.2 0.0 -0.24
C 1.9484 4.4712 -4.4705 0.0 -0.1 -0.1 0.25
C 2.2512 5.6385 -5.1424 0.0 0.1 0.0 -0.57
C 2.0842 5.6707 -6.5201 0.0 -0.1 0.0 -0.34
C 1.6216 4.5509 -7.1976 0.0 0.0 0.0 -0.61
C 1.3258 3.3896 -6.4951 0.0 0.0 0.0 -0.37
C 1.4898 3.3409 -5.1190 0.0 -0.1 0.0 -0.16
H 2.6076 6.4983 -4.5914 0.0 0.0 0.0 0.42
H 2.3190 6.5758 -7.0652 0.0 0.0 0.0 0.35
H 1.4935 4.5823 -8.2716 0.0 0.0 0.0 0.37
H 0.9660 2.5137 -7.0191 0.0 0.0 0.0 0.41
H 1.2769 2.4465 -4.5478 0.0 0.0 0.0 0.46
F 2.7476 3.4123 4.6500 0.0 0.0 0.1 -0.27
C 2.4789 4.7114 4.8668 0.0 0.1 0.0 0.40
C 3.5035 5.6316 4.7681 0.1 0.0 0.0 -0.50
C 3.2147 6.9706 4.9885 0.0 0.0 0.0 -0.26
C 1.9223 7.3678 5.3035 0.0 0.0 0.0 -0.55
C 0.9113 6.4207 5.3964 0.0 0.0 0.0 -0.28
C 1.1840 5.0786 5.1754 -0.1 0.0 0.0 -0.50
H 4.5020 5.2974 4.5212 0.0 0.0 0.0 0.41
H 4.0042 7.7065 4.9101 0.0 0.0 0.0 0.35
H 1.7032 8.4136 5.4736 0.0 0.0 0.0 0.36
H -0.0975 6.7263 5.6409 0.0 0.0 0.0 0.35
H 0.4129 4.3225 5.2347 0.0 0.0 0.0 0.48
F 1.3496 -2.4633 5.8062 0.0 0.0 0.0 -0.33
C 0.1089 -1.9374 5.7517 -0.1 0.1 0.0 0.37
C -0.3636 -1.2369 6.8452 0.0 0.1 0.0 -0.55
C -1.6314 -0.6751 6.7768 0.1 0.0 -0.1 -0.56
C -2.4056 -0.8347 5.6351 0.0 0.0 0.1 -0.29
C -1.9115 -1.5574 4.5592 0.0 0.1 0.0 -0.45
C -0.6418 -2.1103 4.6066 0.1 -0.1 -0.1 -0.52
H 0.2615 -1.1252 7.7209 0.0 0.0 0.0 0.43
H -2.0100 -0.1039 7.6146 0.0 0.0 0.0 0.40
H -3.3915 -0.3943 5.5842 0.0 0.0 0.0 0.43
H -2.5087 -1.6796 3.6645 0.0 0.0 0.0 0.43
H -0.2319 -2.6479 3.7615 0.0 0.0 0.0 0.64
F -5.6785 0.2526 5.0193 0.0 0.0 0.1 -0.33
C -5.7816 0.9482 3.8649 0.0 0.1 -0.1 0.67
C -7.0390 1.3010 3.4186 -0.1 0.0 0.0 -0.59
C -7.1438 2.0155 2.2336 0.0 0.0 0.0 -0.31
C -6.0049 2.3596 1.5188 0.0 0.0 0.0 -0.77
C -4.7529 1.9905 1.9916 0.0 0.0 0.0 -0.32
C -4.6316 1.2798 3.1771 0.1 0.0 0.0 -0.27
H -7.9119 1.0159 3.9901 0.0 0.0 0.0 0.41
H -8.1212 2.3014 1.8675 0.0 0.0 0.0 0.35
H -6.0925 2.9107 0.5922 0.0 0.0 0.0 0.39
H -3.8625 2.2478 1.4334 0.0 0.0 0.0 0.37
H -3.6627 0.9873 3.5602 0.0 0.0 0.0 0.35
```
Forces are in eV/Å.

Output
E_LUMO in eV: 1.91
Net charge: -1
Orbital gap in eV: 6.9